Record 1
Below is a 2-piece molecular cluster, C7H9NO2 overall in a non-equilibrium geometry, with properties calculated with the ωB97M-V functional and the def2-TZVPD basis.

The geometry in XYZ format:
```
19
C7H9NO2 the ωB97M-V functional and the def2-TZVPD basis
C 0.44264 1.20169 -0.85385
C 1.64448 0.67226 -1.57484
C -1.27391 -0.19199 0.14092
C -0.30260 -0.92520 -0.61266
C 0.70941 -1.42670 0.10796
C 0.67010 -1.27558 1.56416
C -0.52713 -0.87461 2.09645
H -1.38266 1.39489 -1.09306
H 2.56366 0.75931 -1.13140
H 1.73745 -0.44962 -1.75651
H 1.57463 0.97984 -2.57424
H -2.06824 0.21793 -0.42989
H -0.54509 -1.04630 -1.60435
H 1.32633 -2.25526 -0.47627
H 1.55296 -1.69887 2.08428
H -0.57033 -0.85998 3.13133
N -1.45633 -0.34181 1.38728
O 0.47684 1.93224 0.14026
O -0.74838 0.85171 -1.52398
```

Results
**SMILES string**: c1ccncc1.CC(=O)O
**M**: 139.15 g/mol
**Energy relative to the best compared isomer or geometry (same formula, charge and spin)**: 124.31 kcal/mol
**Maximum force**: 0.1505 hartree/bohr
**Energy**: -12985.1048 eV
**Multiplicity**: 1
**Charge**: 0

Löwdin population analysis, charges in e, atoms 1 to 4: -0.48 0.02 -0.20 -0.15

Record 2
Below is a 2-piece molecular cluster, C5H6Si overall in a non-equilibrium geometry, with properties calculated with the ωB97M-V functional and the def2-TZVPD basis.

The geometry in XYZ format:
```
12
C5H6Si the ωB97M-V functional and the def2-TZVPD basis
C 1.43859 0.40857 -0.93601
C 1.37320 -0.09868 0.47056
C -1.85594 -0.27370 0.45375
C -3.05617 0.02318 -0.01600
C 2.54158 0.32163 -0.22907
Si -1.98508 -0.86190 -1.31917
H 0.89980 0.57499 -1.79774
H 0.96914 0.39951 1.35223
H -1.26941 -0.05677 1.33845
H -3.98117 0.38828 0.10668
H 3.64067 0.31152 -0.06425
H 1.28479 -1.13665 0.64056
```

Results
**SMILES string**: C1=[Si]=C1.C1=CC1
**M**: 94.19 g/mol
**Energy relative to the best compared isomer or geometry (same formula, charge and spin)**: 89.10 kcal/mol
**Maximum force**: 0.0888 hartree/bohr
**Energy**: -13153.5872 eV
**Multiplicity**: 1
**Charge**: 0

Löwdin population analysis, charges in e, atoms 1 to 4: -0.02 -0.25 -0.37 -0.32

Record 3
Below is a 6-piece molecular cluster, C18H39Cl10N3O2P overall in a non-equilibrium geometry, with properties calculated with the ωB97M-V functional and the def2-TZVPD basis.

The geometry in XYZ format:
```
73
C18H39Cl10N3O2P the ωB97M-V functional and the def2-TZVPD basis
C 3.67949 0.59499 1.62937
C 2.18209 0.45070 1.05066
O 2.03163 -0.73942 0.24537
C 0.65859 -0.78555 -0.18649
P 0.34567 -2.48211 -1.04591
N 1.45305 -3.56661 -0.60855
C 0.37755 0.38117 -1.24531
N 1.29844 1.56193 -1.13274
C 1.84526 1.81691 0.23915
C 0.98289 2.83372 1.12583
C -0.59224 2.75449 0.88605
C -1.34097 1.62837 1.71258
N -0.95810 1.15515 3.02318
O -2.37203 1.13558 1.19550
H 4.39628 0.69967 0.74042
H 3.97144 -0.28437 2.28754
H 3.72017 1.58188 2.20338
H 1.51436 0.31875 1.96595
H -0.10101 -0.65254 0.66068
H 0.46692 -2.34119 -2.47793
H -0.97923 -2.93388 -0.73052
H 0.95562 -4.35498 -0.17453
H -0.71197 0.69769 -1.14128
H 0.45919 -0.07796 -2.29257
H 2.10138 1.37471 -1.76102
H 0.80435 2.37207 -1.54773
H 2.86758 2.31472 0.08607
H 1.30256 3.89733 0.83516
H 1.29357 2.70718 2.21383
H -0.83613 2.63726 -0.21759
H -1.01757 3.77637 1.18547
H 0.04593 1.24760 3.20699
H -1.28491 0.18699 3.15928
Cl -2.55406 -0.77984 -2.52979
C -2.98074 -1.71445 -3.98862
C -3.80689 -2.93945 -3.65858
Cl -2.86132 -4.16906 -2.77960
H -2.05575 -1.98065 -4.50226
H -3.54986 -1.04635 -4.63670
H -4.15681 -3.40695 -4.57634
H -4.67122 -2.68473 -3.05485
Cl 2.91990 7.27404 1.51320
C 1.34716 8.10194 1.38021
C 0.20825 7.13315 1.13249
Cl 0.29267 6.39153 -0.48830
H 1.42302 8.84302 0.58362
H 1.18661 8.62921 2.32206
H -0.74551 7.66037 1.18924
H 0.19717 6.33098 1.86963
Cl 1.27952 5.86821 4.15364
C 1.24334 4.64852 5.45019
C 2.52396 3.84433 5.50468
Cl 2.70238 2.78772 4.07930
H 0.37408 4.00967 5.28716
H 1.10057 5.18385 6.38994
H 2.51996 3.19862 6.38412
H 3.40313 4.48725 5.55985
Cl -6.52426 -3.53585 -3.89620
C -7.40094 -4.93539 -4.56924
C -6.72099 -5.49480 -5.80097
Cl -6.82249 -4.38216 -7.18874
H -8.42387 -4.62277 -4.78234
H -7.43296 -5.69471 -3.78646
H -7.20817 -6.42312 -6.10316
H -5.66735 -5.70855 -5.61512
Cl 5.94566 -7.74243 0.51239
C 4.47563 -6.95419 -0.11264
C 3.53290 -6.54015 0.99726
Cl 2.79423 -7.94263 1.81192
H 3.99527 -7.64053 -0.81109
H 4.80105 -6.07371 -0.66883
H 2.71487 -5.94654 0.58629
H 4.04197 -5.93999 1.75239
```

Results
**M**: 715.03 g/mol
**Maximum force**: 0.0632 hartree/bohr
**Energy**: -162368.9776 eV
**Multiplicity**: 1
**Charge**: +1

Löwdin population analysis, charges in e, atoms 1 to 4: -0.03 -0.29 -0.13 -0.38

Record 4
Below is C14H41O7Sr as an isolated structure in a non-equilibrium geometry, with properties calculated with the ωB97M-V functional and the def2-TZVPD basis.

The geometry in XYZ format:
```
63
C14H41O7Sr the ωB97M-V functional and the def2-TZVPD basis
Sr -1.60852 2.16451 1.65974
C -0.14025 -1.31694 -0.69709
C 0.69155 -0.73040 0.45391
O 0.08586 0.34896 1.13700
H -1.13631 -1.69514 -0.46700
H 0.34940 -2.16247 -1.18022
H -0.38039 -0.52049 -1.40144
H 1.63356 -0.43849 -0.01030
H 0.99468 -1.53625 1.12236
C 1.18555 3.96755 5.02714
C 1.24704 3.96877 3.50003
O 0.54225 2.80109 2.96443
H 0.97455 3.00209 5.48699
H 0.41502 4.63155 5.41890
H 2.15139 4.30440 5.40368
H 2.29951 3.84761 3.24361
H 0.75768 4.90188 3.22086
H 1.07510 2.00256 2.96343
C -1.48708 1.46792 -5.24595
C -0.73821 1.70040 -3.93985
O -1.49087 2.72574 -3.29977
H -0.94184 2.08375 -5.96120
H -2.56210 1.64704 -5.26453
H -1.19330 0.44170 -5.46654
H 0.30452 1.95706 -4.12677
H -0.67898 0.89656 -3.20608
H -2.02045 2.38752 -2.57399
C -2.50319 -4.45886 2.03294
C -2.85577 -4.02518 0.62587
O -1.79712 -4.27361 -0.23695
H -2.31721 -5.53059 2.10302
H -3.30140 -4.22191 2.73636
H -1.58565 -3.92253 2.27490
H -3.10151 -2.96325 0.62967
H -3.72884 -4.56355 0.25708
H -1.58062 -3.45795 -0.69460
C 3.65053 0.54138 -1.84080
C 2.67852 0.65730 -3.06103
O 3.21206 1.65434 -3.92658
H 3.58311 1.42068 -1.20019
H 4.70595 0.49061 -2.10842
H 3.58139 -0.35043 -1.21791
H 1.69429 0.92045 -2.67352
H 2.63755 -0.27913 -3.61735
H 3.85164 1.17402 -4.45745
C 3.38676 0.08288 4.73271
C 2.51842 -0.62752 3.82190
O 1.51342 0.19676 3.60490
H 4.11305 -0.64265 5.09902
H 2.87350 0.46336 5.61584
H 3.85893 0.96922 4.30897
H 2.19092 -1.58658 4.22321
H 2.90427 -0.84138 2.82516
H 1.07698 -0.00139 2.77312
C -3.69918 -1.99016 -2.86859
C -3.31181 -0.57788 -2.39142
O -3.39358 -0.41595 -0.90392
H -3.68951 -2.01643 -3.95823
H -4.69152 -2.35694 -2.60622
H -3.04131 -2.71990 -2.39659
H -4.06549 0.06844 -2.84121
H -2.36039 -0.18010 -2.74450
H -3.33655 0.51597 -0.68057
```

Results
**M**: 409.09 g/mol
**Energy relative to the best compared isomer or geometry (same formula, charge and spin)**: 44.96 kcal/mol
**Maximum force**: 0.1120 hartree/bohr
**Energy**: -30341.7417 eV
**Multiplicity**: 1
**Charge**: +1

Löwdin population analysis, charges in e, atoms 1 to 4: 1.70 -0.08 -0.40 -0.50

- Among the records above, which one has the highest energy?
  C7H9NO2

- Number 2 is which compound?
  C5H6Si